Entry A
Entry from the OMol25 dataset: an isolated molecule of C3H7NO3 (wB97M-V/def2-TZVPD).

**Gap between HOMO and LUMO**: 9.936 eV
**SMILES**: CC(=O)N(O)CO

Each atom is followed by the atoms it is bonded to, with distances in Å.
Positions of all 14 atoms, in Å:
1 H -2.6742 0.8106 -0.6354  O11 0.942
2 H -1.3887 1.6069 1.0191  C5 1.163
3 O 0.9380 2.1144 0.1625  N6 1.463, H10 0.950
4 C 0.4749 -1.6425 -0.0910  C8 1.475, H9 1.139, H12 1.139, H13 1.040
5 C -1.0871 0.7155 0.3353  H2 1.163, N6 1.425, O11 1.326, H14 1.156
6 N 0.3086 0.7977 0.0616  O3 1.463, C5 1.425, C8 1.398
7 O 2.2816 -0.1943 -0.4912  C8 1.216
8 C 1.0956 -0.3142 -0.2514  C4 1.475, N6 1.398, O7 1.216
9 H 0.7762 -2.2055 0.8520  C4 1.139
10 H 1.8441 1.8395 0.0900  O3 0.950
11 O -1.7742 0.5786 -0.7910  H1 0.942, C5 1.326
12 H 0.9248 -2.2436 -0.9478  C4 1.139
13 H -0.5548 -1.5760 -0.2186  C4 1.040
14 H -1.1648 -0.2872 0.9060  C5 1.156

Entry B
Entry from the OMol25 dataset: a cluster of 2 separate species, C3H7NO3 in total (wB97M-V/def2-TZVPD).

**Gap between HOMO and LUMO**: 10.793 eV
**SMILES**: C/C=N\O.O=CO

Each atom is followed by the atoms it is bonded to, with distances in Å.
Positions of all 14 atoms, in Å:
1 H -0.8970 1.9148 1.5938  C2 1.094
2 C -0.4091 2.2608 0.6780  H1 1.094, C9 1.488, H10 1.098, H14 1.088
3 N 0.1003 -0.1069 0.2213  C9 1.259, O13 1.365
4 O 0.2063 -2.6689 0.1548  C6 1.212
5 H -0.3963 -1.5028 1.3353  O13 0.991
6 C 0.6966 -1.9612 -0.6987  O4 1.212, H7 1.096, O8 1.334
7 H 1.7296 -1.5942 -0.6795  C6 1.096
8 O 0.1599 -1.7781 -1.9064  C6 1.334, H11 0.983
9 C 0.1306 1.1106 -0.0961  C2 1.488, N3 1.259, H12 1.079
10 H -1.1244 2.8237 0.0642  C2 1.098
11 H -0.7148 -2.2246 -1.9495  O8 0.983
12 H 0.6083 1.3118 -1.0424  C9 1.079
13 O -0.4938 -0.5179 1.3797  N3 1.365, H5 0.991
14 H 0.4038 2.9328 0.9456  C2 1.088

Which structure is the most stable? The one labeled entry B.